{"formula": "C25H31BBrF3N3O5PRuS", "method": "the ωB97M-V functional and the def2-TZVPD basis", "symbols": ["Ru", "C", "C", "C", "C", "C", "Br", "N", "C", "H", "H", "H", "H", "H", "H", "F", "C", "F", "F", "C", "O", "O", "C", "C", "C", "C", "C", "C", "C", "C", "O", "B", "O", "C", "C", "H", "H", "H", "H", "H", "H", "H", "H", "H", "H", "H", "H", "S", "C", "N", "C", "C", "C", "N", "H", "H", "H", "H", "C", "P", "C", "C", "O", "H", "H", "H", "H", "H", "H", "H", "H", "H"], "positions_angstrom": [[-0.472, -0.338, 2.394], [3.683, -3.165, 5.331], [2.578, -3.165, 4.318], [1.878, -4.334, 4.019], [0.833, -4.316, 3.111], [0.529, -3.099, 2.542], [-0.957, -2.888, 1.354], [1.178, -1.974, 2.789], [2.184, -2.005, 3.667], [4.412, -3.943, 5.103], [3.270, -3.378, 6.318], [4.189, -2.204, 5.381], [2.138, -5.259, 4.518], [0.258, -5.197, 2.870], [2.666, -1.054, 3.857], [1.320, 0.431, 6.955], [0.044, 0.205, 6.613], [-0.404, -0.822, 7.335], [-0.673, 1.292, 6.938], [-0.074, -0.072, 5.095], [0.573, 0.678, 4.328], [-0.803, -1.008, 4.726], [1.144, 1.057, -7.155], [1.977, 0.006, -6.403], [3.360, 0.593, -6.075], [2.177, -1.190, -7.336], [1.265, -0.375, -5.109], [0.796, -1.667, -4.867], [0.175, -2.035, -3.675], [0.042, -1.071, -2.704], [-0.484, -1.155, -1.443], [-0.372, 0.135, -0.881], [0.211, 1.002, -1.838], [0.474, 0.231, -2.945], [1.079, 0.601, -4.121], [1.631, 1.304, -8.100], [1.031, 1.978, -6.582], [0.149, 0.666, -7.378], [3.864, 0.897, -6.994], [3.980, -0.152, -5.575], [3.285, 1.468, -5.430], [2.751, -0.875, -8.208], [1.220, -1.575, -7.692], [2.731, -1.994, -6.850], [0.908, -2.431, -5.622], [-0.191, -3.042, -3.522], [1.407, 1.622, -4.262], [-2.387, 1.145, 3.065], [-3.721, 0.582, 2.164], [-4.108, 1.245, 1.034], [-5.268, 0.957, 0.408], [-6.064, -0.033, 0.895], [-5.579, -0.741, 2.011], [-4.447, -0.442, 2.609], [-3.441, 1.907, 0.654], [-5.522, 1.548, -0.461], [-7.015, -0.266, 0.444], [-6.143, -1.567, 2.430], [-1.625, 4.180, 2.347], [-1.079, 2.857, 1.192], [-1.093, 3.756, -0.406], [0.678, 2.718, 1.640], [-0.746, 0.502, 0.331], [-1.069, 5.103, 2.173], [-1.452, 3.837, 3.365], [-2.693, 4.370, 2.227], [-0.304, 4.510, -0.371], [-2.056, 4.251, -0.536], [-0.903, 3.078, -1.232], [1.060, 3.729, 1.783], [1.234, 2.214, 0.854], [0.783, 2.177, 2.584]], "forces_ev_per_angstrom": [[0.46, 0.24, -0.30], [-0.10, -0.03, 0.08], [0.00, 0.03, -0.07], [-0.07, 0.09, -0.05], [-0.05, -0.04, -0.03], [0.07, 0.00, -0.06], [0.08, -0.33, 0.14], [-0.48, -0.06, -0.09], [0.13, -0.03, 0.02], [0.05, 0.04, 0.01], [0.06, 0.01, 0.01], [0.02, 0.00, -0.04], [0.03, -0.01, -0.02], [0.03, -0.02, 0.03], [0.01, -0.01, 0.04], [-0.07, -0.01, -0.01], [0.07, -0.13, 0.00], [0.05, 0.12, -0.04], [0.02, -0.02, -0.06], [0.05, -0.16, 0.22], [-0.12, 0.20, -0.41], [-0.12, -0.08, -0.32], [0.06, -0.07, -0.02], [0.04, 0.14, -0.11], [-0.06, -0.08, -0.04], [-0.03, 0.08, 0.04], [-0.06, -0.25, 0.07], [0.07, 0.10, -0.18], [-0.16, -0.02, 0.38], [0.24, 0.36, -0.51], [-0.23, -0.05, 0.38], [0.32, -0.27, -0.76], [-0.07, 0.27, 0.34], [-0.05, -0.41, -0.06], [-0.05, 0.11, 0.15], [-0.02, 0.04, 0.00], [0.00, -0.01, 0.03], [-0.01, 0.02, 0.00], [0.00, 0.00, 0.00], [0.02, 0.03, 0.03], [0.02, 0.01, 0.01], [-0.02, 0.01, -0.01], [0.02, -0.08, 0.01], [-0.02, -0.02, -0.01], [0.03, 0.04, -0.01], [0.06, -0.01, 0.01], [0.01, 0.00, 0.00], [-0.08, 0.25, -0.04], [-0.12, 0.15, -0.15], [-0.02, -0.54, 0.27], [0.00, 0.11, -0.18], [-0.07, -0.13, 0.20], [0.01, 0.25, -0.24], [-0.03, -0.14, 0.20], [-0.07, 0.13, -0.05], [0.09, 0.00, -0.02], [0.03, 0.00, -0.05], [0.03, -0.03, -0.03], [-0.02, -0.24, -0.15], [0.37, 1.22, 0.41], [-0.13, -0.40, 0.03], [-0.20, -0.27, 0.01], [-0.06, -0.11, 1.12], [0.00, -0.01, -0.07], [0.00, 0.06, 0.04], [0.01, 0.03, 0.02], [-0.01, 0.02, 0.04], [0.02, 0.00, -0.01], [0.06, -0.06, -0.09], [-0.02, 0.03, -0.01], [-0.03, -0.03, -0.02], [0.05, 0.03, -0.01]], "mulliken_charge": [0.9189, -1.5141, 0.8479, -0.2981, -0.7583, 0.7741, -0.1646, -0.1886, -0.8957, 0.4054, 0.3317, 0.3717, 0.4645, 0.4323, 0.3851, -0.2483, 0.5971, -0.2429, -0.2567, 0.8079, -0.7537, -0.7108, -1.5889, 2.1992, -1.5778, -2.1446, 0.2501, -0.2014, -1.9217, 0.9327, -0.3025, 0.6328, -0.4836, 0.3300, -1.1034, 0.4433, 0.3200, 0.3704, 0.4419, 0.3761, 0.3129, 0.4310, 0.4261, 0.4543, 0.4599, 0.4711, 0.4718, -0.3562, 0.7200, 0.2502, 0.0461, -0.6960, -0.0045, -0.4649, -0.1500, 0.4356, 0.4063, 0.4306, -1.4223, 0.8664, -1.1463, -1.0271, -0.4683, 0.4785, 0.3892, 0.3711, 0.4204, 0.4229, 0.2599, 0.4962, 0.2508, 0.1870], "lumo_ha": [-0.137, -0.178], "spin_multiplicity": 6, "de_lowest_kj_mol": 181.90, "total_charge": 1, "homo_lumo_gap_ha": [0.2363, 0.1967], "s2": 8.7640}